Entry 1:
ORCA calculation (ωB97M-V with the def2-TZVPD basis set) on 14 unconnected molecules or ions with the total composition C38H109N5O14 in a non-equilibrium geometry.

## Properties
* E_HOMO: -8.11 eV
* calculated total energy: -77283.23085 eV
* largest force on an atom: 0.0566 hartree/bohr
* ΔE to the lowest compared entry with this formula, charge and spin: 172.07 kJ/mol
* HOMO-LUMO gap: 0.307 Eh
* multiplicity: 1

```
166
Properties=species:S:1:pos:R:3:forces:R:3
C -1.535 5.647 1.768 -1.464 -0.164 0.561
H 2.706 5.335 -2.002 -0.595 -0.091 -0.193
O 3.518 3.865 -5.686 0.120 0.020 -0.194
H -2.071 -5.645 -1.776 -0.187 0.183 -0.050
H -1.170 -5.005 0.425 0.032 -0.012 -0.008
H -1.217 -1.155 -6.369 0.081 -0.091 -0.230
H 0.407 5.875 -0.341 0.186 -0.264 0.400
H -6.106 0.635 1.759 0.521 -0.920 0.711
O 4.392 0.245 0.048 -0.404 0.180 1.067
C 0.196 -1.095 -4.137 -0.159 0.347 0.603
C 1.519 -1.565 -3.458 -0.570 -0.500 -1.023
C 4.161 0.196 -1.350 0.183 0.152 0.793
H 3.193 0.687 -1.452 0.141 0.379 -0.305
H -1.551 1.964 -2.576 -0.086 -0.110 -0.156
H -1.446 6.641 2.206 0.512 0.263 -0.222
H -2.318 -1.092 -0.441 0.653 0.068 0.102
H 3.455 -0.531 3.007 0.149 0.106 -0.355
O -0.675 -4.511 -2.844 -0.530 0.047 -0.360
C -2.288 -2.740 4.061 0.493 0.182 -0.520
H 1.871 0.197 2.691 -0.315 -0.290 0.499
H -4.038 3.691 -1.743 -0.314 0.807 0.084
C 2.578 4.350 -0.057 0.104 0.186 -0.221
O -0.442 -0.700 -0.761 -1.827 0.645 0.096
H -3.780 0.668 3.000 -0.056 -0.137 -0.348
C 4.584 -4.748 -1.347 -0.949 -0.349 0.440
H 0.046 -1.302 -1.328 0.761 -0.905 -0.423
H -2.657 -2.464 -2.807 0.062 0.173 0.049
C 2.212 5.500 -1.045 0.370 -0.647 1.506
H 3.273 -2.786 -3.901 0.056 0.192 0.068
H -6.550 1.893 1.170 -1.582 0.644 -0.241
H 5.186 -0.229 0.307 0.142 -0.022 -0.293
H -0.520 -0.774 6.088 -0.260 -0.287 0.824
H -0.459 -0.870 1.936 0.219 -0.186 -0.145
C -4.928 3.090 -1.556 0.947 -1.804 0.578
H 4.572 -2.365 0.115 0.460 -0.349 -0.252
O -0.631 5.090 -3.601 1.076 0.051 -1.225
H -4.075 1.295 0.422 -0.316 -0.315 -0.643
H 0.880 0.549 4.821 -0.098 0.250 0.489
C -1.287 -2.406 2.952 1.039 -0.822 -0.124
C 4.464 -5.451 -2.713 2.410 1.485 -0.683
O -2.774 -0.130 7.227 -1.684 -0.941 1.099
H -5.816 3.326 -2.142 0.267 0.260 0.153
H -2.351 4.744 -0.016 0.052 -0.209 0.146
H -2.754 0.256 5.251 0.276 -0.239 -0.489
H -2.264 -5.314 2.536 0.077 -0.027 -0.094
H -3.252 -2.312 3.787 -0.376 0.004 -0.044
H -2.413 1.637 6.235 -0.007 0.401 0.188
H 5.913 -6.807 -2.222 -0.114 -0.605 0.192
H -3.183 2.260 3.401 0.017 0.153 -0.101
C -0.297 1.468 0.358 0.379 -1.084 0.308
H 0.883 0.808 -1.328 -0.192 0.143 -0.443
O -2.359 -4.133 4.255 -0.455 -0.765 0.244
H -4.627 -0.763 8.005 0.590 -0.470 -0.071
O 2.595 0.337 4.652 -0.012 -1.142 0.450
N -0.096 0.807 4.839 -1.249 0.466 0.602
H -0.288 5.265 -2.721 0.493 0.302 0.326
H 2.600 -1.885 -5.288 0.187 -0.147 -0.136
N -1.079 -1.003 2.722 -0.861 0.708 -0.094
H -1.883 6.394 -0.197 -0.358 0.312 -0.068
C 3.358 1.667 2.952 0.738 0.712 -1.317
H 3.629 4.077 -0.155 0.161 0.144 -0.075
H 2.782 2.503 3.349 -0.464 -0.418 0.267
H -1.991 -2.300 5.013 0.068 -0.081 0.088
H 3.582 3.854 -3.625 0.395 -0.180 0.097
H -1.702 -2.888 2.067 -0.046 -0.208 -0.393
H -4.706 -0.289 6.317 0.318 -0.007 -0.314
H 3.412 1.848 1.878 0.345 -0.072 -0.122
H -3.074 0.138 -2.194 0.543 -0.077 0.070
H -3.842 -4.550 2.787 0.001 0.446 -0.045
O 3.619 -3.720 -1.235 -0.041 0.989 0.658
H -3.374 -5.866 3.807 0.278 0.032 0.200
H -0.048 2.079 7.307 -0.164 -0.042 -0.291
H -4.655 1.629 4.136 -0.111 0.205 -0.026
O -0.307 5.031 1.507 1.014 0.077 -0.196
H -0.003 -4.085 3.239 0.237 -0.052 0.353
H -5.169 3.337 2.360 -0.335 0.043 0.064
H -4.559 2.093 -1.795 -0.225 -0.310 -0.877
H -4.556 0.879 7.648 0.112 0.491 -0.354
H -3.965 -1.669 -3.745 0.331 0.194 -0.202
H 1.972 1.613 -5.126 -0.294 0.829 -0.417
H 1.232 -0.155 0.054 0.500 0.793 0.804
C -4.996 2.293 2.099 0.975 -0.619 0.405
H -0.486 0.286 4.066 -0.337 -0.128 -0.051
C 0.112 1.003 7.248 -0.727 -1.111 0.032
H 2.030 -2.864 -2.035 0.227 -0.005 0.412
H 4.352 1.780 3.383 0.241 -0.044 -0.121
H 0.304 -4.354 -0.322 -0.037 0.188 0.058
H -4.387 -2.667 -2.431 0.169 -0.123 0.353
H 6.469 -5.661 -3.120 0.112 0.313 -0.334
H -0.229 2.074 -3.782 -0.366 0.037 -0.442
H 6.250 0.453 -1.787 0.094 0.190 -0.184
H 1.803 -3.341 -4.670 -0.196 -0.012 -0.018
H 3.227 -7.045 -2.248 -0.407 -0.281 -0.088
H -2.102 4.319 -2.669 -0.833 -0.832 0.147
H -0.399 -6.192 -1.821 -0.020 -0.320 0.661
C -4.367 2.314 0.676 0.428 0.606 1.144
H 2.037 4.201 -4.252 -0.407 -0.212 -0.289
N 1.195 -2.348 -2.274 -0.456 0.389 0.325
O 0.375 -0.338 -5.286 0.277 0.699 -1.717
H -0.816 1.074 1.232 0.455 -0.264 0.311
C -2.242 0.562 6.164 1.547 0.380 -0.675
C -2.368 5.706 0.496 0.327 -0.376 -0.058
H -0.141 0.562 8.212 -0.030 0.076 0.146
H 0.757 -2.825 2.319 -0.109 0.187 -0.283
C 2.911 3.576 -4.437 -0.348 -0.626 0.180
C -4.093 1.692 3.204 -0.086 0.149 -0.417
C 3.214 -6.192 -2.926 -0.982 -0.598 0.457
H 0.544 -3.073 -2.539 -0.302 -0.192 -0.129
C 2.618 2.070 -4.376 0.019 -0.690 -0.085
C 0.106 -3.003 3.175 -0.325 -0.638 -0.145
C -1.035 -5.312 -1.724 0.557 0.056 0.630
C -4.210 -0.081 7.265 0.296 0.306 0.763
C -0.826 -0.184 -6.065 0.871 0.351 0.317
H -1.133 1.970 -0.129 0.559 0.242 -0.700
H -1.634 0.358 -5.572 0.017 -0.035 0.687
H 4.312 -5.431 -0.542 0.349 -0.685 0.154
C -0.790 2.609 -3.015 0.088 1.123 -0.334
C 2.358 -2.446 -4.386 -0.022 0.738 -0.468
O 0.814 5.674 -1.187 -0.036 -0.090 -0.937
C -2.981 -4.990 3.290 0.145 0.599 0.295
H -0.031 2.761 -2.247 -0.146 0.431 0.287
C 5.311 0.941 -2.048 -1.595 -0.972 0.035
C 0.416 0.365 -0.448 -0.276 -0.066 0.353
H 2.166 1.691 -3.460 0.082 0.540 0.465
H 2.025 3.421 -0.192 -0.240 0.133 -0.467
H 2.641 6.419 -0.645 0.144 0.148 0.010
N -6.283 1.572 2.090 0.347 0.677 -1.141
H -0.218 4.267 2.081 0.149 -0.010 -0.047
H 0.515 2.118 0.685 -0.437 0.499 0.072
C -3.634 -0.698 -1.776 -0.806 -1.364 -0.923
H 1.172 0.815 7.079 0.004 0.051 -0.072
C -0.704 0.299 6.125 0.819 1.275 -1.397
H 2.368 -5.546 -2.690 -0.142 -0.054 0.165
H 2.426 4.617 0.989 -0.091 0.295 -0.040
H -1.948 -0.591 2.411 -0.328 0.298 -0.025
H 3.454 0.524 5.038 0.005 0.028 0.206
H 2.069 -0.684 -3.128 0.134 0.134 -0.240
H 0.638 -2.597 4.036 -0.293 -0.033 0.244
H -0.561 0.462 -6.902 0.114 -0.422 -0.198
N 5.672 -6.277 -3.047 -0.712 0.401 0.692
C -1.452 3.976 -3.474 -0.270 -1.061 1.445
H -0.340 -0.408 -3.482 -0.301 -0.456 0.862
H -2.020 5.091 2.570 -0.437 -0.215 -0.126
H 4.479 -4.654 -3.456 0.091 0.259 -0.055
H 3.731 -3.750 0.872 0.077 -0.189 -0.024
H -2.060 3.830 -4.367 0.209 0.097 -0.122
H 3.082 -6.519 -3.957 0.271 -0.108 0.087
C -3.622 -1.961 -2.753 -0.704 1.332 0.745
H -0.823 -5.083 -3.600 0.103 0.250 -0.388
H -3.444 2.891 0.733 0.344 0.156 -0.027
H -3.418 5.936 0.674 0.128 0.384 0.001
H -1.278 -3.536 -0.558 0.104 0.095 0.125
H -4.646 -0.311 -1.650 -0.277 -0.173 -0.462
H 3.935 -0.842 -1.594 0.582 -0.207 -0.710
C -0.770 -4.494 -0.450 -0.179 -0.645 -0.690
H 2.865 -2.390 0.144 -0.215 -0.185 -0.116
O -5.270 2.970 -0.193 -0.765 0.381 0.674
H 3.160 4.675 -6.056 -0.057 -0.008 0.129
H -0.464 -1.908 -4.440 0.021 -0.711 0.621
H 5.539 -4.302 -1.071 0.534 -0.285 -0.613
C 3.727 -3.049 0.037 -0.707 0.141 -0.547
C 2.802 0.308 3.248 0.069 0.960 0.341
H 5.099 0.891 -3.115 0.514 0.322 -0.083
O -3.277 -1.055 -0.469 0.195 0.036 0.334
H 3.518 1.469 -4.511 0.425 0.328 0.116
H 5.244 1.955 -1.653 0.395 0.040 -0.297
```
Forces are in eV/Å.



Entry 2:
ORCA calculation (ωB97M-V with the def2-TZVPD basis set) on a molecular structure, C38H19BrN9O2Rh.

## Properties
* E_HOMO (spin up / spin down): -6.64 / -6.64 eV
* calculated total energy: -130274.93235 eV
* largest force on an atom: 0.0034 hartree/bohr
* ΔE to the lowest compared entry with this formula, charge and spin: 0.00 kJ/mol
* HOMO-LUMO gap (spin up / spin down): 0.183 / 0.183 Eh
* multiplicity: 1

```
70
Properties=species:S:1:pos:R:3:forces:R:3
C -1.282 -2.655 1.118 0.008 0.003 -0.014
C -0.883 -0.580 -4.138 -0.002 0.006 -0.007
H -0.029 7.500 1.327 0.000 -0.001 0.001
C -1.126 -1.029 2.781 0.014 0.006 -0.002
C -1.546 -5.208 -1.431 0.001 0.006 0.002
C -0.754 -0.579 -6.504 -0.002 0.003 -0.001
C -0.505 2.840 -1.069 0.009 -0.003 -0.007
C -0.543 0.808 -6.491 0.003 -0.002 -0.001
C -1.010 -0.996 -2.751 0.012 -0.051 0.009
C 1.940 0.274 0.606 -0.170 0.018 0.037
C -0.985 1.495 5.369 -0.007 -0.001 -0.001
C -0.911 1.196 2.789 -0.007 -0.056 0.019
O 1.036 -0.290 -0.166 0.114 -0.025 -0.002
C -0.346 4.223 -0.634 0.006 -0.015 0.000
C 3.327 -0.130 0.203 0.051 -0.020 -0.018
C -0.030 6.570 -0.608 0.005 -0.005 -0.001
C -0.140 5.400 -1.339 -0.006 0.011 -0.007
Br 5.325 -2.365 -2.639 -0.001 0.001 0.000
N -0.496 2.456 -2.324 -0.012 0.014 -0.001
C -1.693 -6.392 0.683 0.001 -0.002 -0.004
C -1.010 0.776 4.183 0.000 -0.004 0.008
H 0.134 7.508 -1.121 0.001 0.000 -0.001
C -0.499 1.515 -5.304 -0.005 0.005 0.002
H 6.941 -0.974 -0.594 0.000 0.000 -0.001
C -1.249 -1.330 5.360 -0.003 0.001 0.008
C -0.681 1.210 -2.730 0.005 -0.010 0.000
C -1.681 -6.385 -0.720 0.000 -0.004 0.005
H -1.346 -2.407 5.347 -0.002 0.001 -0.001
C -0.439 4.218 0.757 -0.006 -0.003 0.001
N -1.175 -2.247 -2.365 0.001 0.025 -0.006
H -0.410 1.329 -7.430 0.000 0.001 0.000
N -0.989 0.086 2.003 -0.015 0.074 0.011
C -1.259 -2.644 -1.114 0.004 0.024 0.009
C -0.123 6.565 0.790 -0.005 0.001 0.003
C -0.673 0.801 -4.124 0.011 -0.012 -0.009
C -1.433 -4.038 0.691 -0.002 -0.008 0.003
Rh -0.853 0.087 0.025 -0.091 -0.042 -0.029
H -1.087 -2.360 -5.333 0.000 0.000 0.000
H -0.780 -1.098 -7.454 0.000 -0.001 0.000
H -1.576 -5.216 2.488 0.000 0.000 0.000
H -1.305 -1.138 7.489 0.000 0.000 0.000
N -0.904 0.112 -1.962 -0.008 0.045 0.019
C -0.329 5.389 1.492 0.001 0.002 0.008
H -1.800 -7.335 1.203 0.000 0.000 0.000
N -0.675 2.061 0.042 -0.014 0.005 0.031
N -1.199 -1.871 0.013 0.013 -0.012 -0.005
H -0.067 5.394 -2.418 -0.002 0.001 0.000
O 1.730 1.025 1.532 0.048 0.003 -0.022
H -0.881 2.572 5.361 0.001 0.000 -0.001
N -1.246 -2.275 2.385 -0.011 0.002 0.008
H 2.763 -1.335 -1.488 -0.002 -0.002 -0.003
C 5.905 -0.741 -0.377 0.003 -0.001 0.001
C -0.926 -1.290 -5.332 -0.001 -0.001 0.003
C -1.094 0.780 6.550 0.000 0.010 0.000
C 3.575 -0.951 -0.888 0.028 -0.003 0.011
C -1.138 -0.612 4.179 0.015 0.013 -0.011
C 4.892 -1.254 -1.173 -0.010 0.002 0.000
N 5.667 0.046 0.667 0.008 0.003 0.006
H -0.398 5.373 2.571 0.001 0.002 0.000
N -0.776 2.448 2.414 0.020 0.002 -0.002
C -1.421 -4.030 -0.704 0.001 -0.007 -0.012
C 4.402 0.343 0.947 -0.008 -0.011 -0.015
C -1.569 -5.221 1.407 -0.002 0.002 -0.001
C -0.643 2.832 1.161 0.007 0.018 -0.013
H -0.333 2.584 -5.284 -0.002 0.000 -0.001
H -1.780 -7.323 -1.251 0.000 0.000 0.000
H -1.534 -5.194 -2.513 0.000 0.000 -0.001
H 4.217 0.985 1.798 -0.001 0.001 0.000
C -1.225 -0.614 6.545 0.003 -0.010 -0.006
H -1.077 1.305 7.496 0.001 0.000 -0.001
```
Forces are in eV/Å.